# 1
DFT (ωB97M-V with the def2-TZVPD basis set) results for a structure of composition C16H13NO3RuS4 at a distorted geometry.

Last column: Mulliken spin population.
Positions of all 38 atoms, in Å:
Ru  -2.53908  -0.00322  1.32214  2.5082
S  -5.36806  -1.53082  -1.70441  0.1125
C  -4.39356  -1.01140  -0.57417  -0.0629
S  -3.23314  -1.89742  0.52456  0.2293
S  -4.06892  0.68210  -0.16657  0.1456
C  4.99106  0.50211  0.70410  -0.0002
C  3.58540  0.71081  1.22782  -0.0006
C  3.01824  1.92176  1.52734  0.0012
C  1.74953  2.13267  2.03498  0.0026
C  0.97440  1.03116  2.26287  0.0130
C  1.49575  -0.24883  2.07417  0.0032
C  2.82968  -0.36990  1.59072  -0.0023
S  -0.63006  1.11912  3.02764  0.0029
O  -1.14217  -0.33826  2.89797  0.0273
O  -0.49631  1.60297  4.37231  -0.0012
O  -1.59884  1.81454  2.18351  0.0088
H  5.14194  -0.55581  0.58453  0.0000
H  5.72826  1.02495  1.34303  0.0000
H  5.12089  0.92867  -0.27776  0.0000
H  3.61014  2.84671  1.39869  -0.0004
H  1.41636  3.13824  2.11141  -0.0001
H  0.94088  -1.16838  2.23220  -0.0037
H  3.18436  -1.33539  1.49749  -0.0002
C  -0.95309  1.70724  -1.20721  0.5239
C  -1.10370  0.43676  -1.82467  -0.0208
C  -0.30335  -0.66406  -1.40226  0.2230
C  -0.53276  -1.99370  -1.86264  -0.0841
C  -1.57662  -2.16773  -2.69433  0.1549
C  -2.36643  -1.10977  -3.18009  -0.0461
C  -2.10719  0.11329  -2.77377  0.1222
C  -2.00185  -3.54594  -2.91158  -0.0295
N  -2.32652  -4.63974  -3.07560  0.0665
H  -1.65165  2.50874  -1.47879  0.0049
H  -0.15986  2.01707  -0.48070  0.0577
H  0.50418  -0.41235  -0.68172  0.0362
H  0.04537  -2.79910  -1.45653  -0.0025
H  -3.03732  -1.34001  -3.96298  0.0039
H  -2.74594  0.89292  -3.20171  0.0066

The expectation value of S² is 6.0667. Its energy above the lowest of the compared OMol25 structures with the same formula, charge and spin is 0.0 kcal per mole. As for the spin multiplicity: 5. The value obtained for the frontier orbital gap (spin up / spin down) is 0.28160 / 0.24314 Ha. The value obtained for the maximum force is 3.430 eV Å⁻¹. As for the charge: 0.

# 2
DFT (ωB97M-V with the def2-TZVPD basis set) results for an isolated molecule of C21H25N3O4 at a distorted geometry.

Last column: Löwdin charge in e.
Positions of all 53 atoms, in Å:
C  -2.92863  4.14830  1.21820  -0.0459
N  -1.79102  3.23291  1.24269  0.0239
C  -1.80984  1.93128  1.00875  -0.4603
O  -2.84766  1.32601  0.72799  0.0480
C  -0.45093  1.18293  1.20869  -0.1748
C  -0.31497  0.78553  2.66705  -0.0925
C  0.87085  -0.09628  3.00283  -0.2276
C  2.06354  0.44430  3.47757  -0.0365
C  3.14807  -0.39406  3.77337  -0.0718
C  3.06866  -1.77183  3.50721  -0.0877
C  1.90600  -2.29078  2.94158  -0.0766
C  0.82291  -1.44416  2.66737  -0.0571
N  -0.35948  0.00565  0.29957  0.1458
C  0.75294  -0.37921  -0.34644  -0.4348
O  1.86350  0.11111  -0.15443  0.0582
C  0.61918  -1.45841  -1.45004  -0.1893
C  0.38853  -0.85979  -2.85621  -0.0910
C  -0.72936  0.12405  -2.84150  -0.2480
C  -2.01171  -0.39322  -2.65238  -0.0404
C  -3.11044  0.45656  -2.46788  -0.0043
C  -2.86568  1.83872  -2.50828  -0.3208
O  -3.92856  2.70793  -2.49990  0.0344
C  -1.58310  2.36496  -2.64672  -0.0123
C  -0.50558  1.50546  -2.77182  -0.0240
N  1.88181  -2.19549  -1.52242  0.0971
C  1.95881  -3.52064  -1.73429  -0.5362
C  3.29483  -4.24838  -1.60467  0.0038
O  0.97645  -4.17100  -2.06753  0.0283
H  -3.27645  4.40283  0.21748  0.0817
H  -2.73294  5.05853  1.78951  0.0857
H  -3.75078  3.62879  1.72352  0.0895
H  -0.86531  3.62189  1.42930  0.1455
H  0.29185  1.92163  0.89679  0.1492
H  -1.18349  0.22574  2.95653  0.1233
H  -0.25042  1.69650  3.25494  0.1200
H  2.09582  1.50097  3.71082  0.1082
H  4.05132  0.02647  4.19142  0.0960
H  3.88797  -2.42995  3.77476  0.0974
H  1.80789  -3.35116  2.72509  0.1019
H  -0.09025  -1.91530  2.30848  0.1164
H  -1.19834  -0.47639  0.00372  0.1408
H  -0.15321  -2.15090  -1.12784  0.1469
H  0.11186  -1.66618  -3.52955  0.1247
H  1.30772  -0.38973  -3.21909  0.1306
H  -2.17345  -1.46356  -2.75801  0.1236
H  -4.12559  0.05657  -2.46855  0.1205
H  -4.68260  2.35543  -2.03438  0.0970
H  -1.42654  3.43812  -2.63890  0.1178
H  0.46403  1.91261  -2.83304  0.1044
H  2.70693  -1.68923  -1.25536  0.1356
H  3.98364  -3.88756  -2.36233  0.0766
H  3.14283  -5.29261  -1.79803  0.0701
H  3.67837  -4.07597  -0.57560  0.0890

Its energy above the lowest of the compared OMol25 structures with the same formula, charge and spin is 25.1 kcal per mole. As for the spin multiplicity: 1. The SMILES is CNC(=O)[C@@H](Cc1ccccc1)NC(=O)[C@@H](Cc1ccc(O)cc1)NC(C)=O. The value obtained for the frontier orbital gap is 0.32688 Ha. The value obtained for the maximum force is 2.667 eV Å⁻¹. As for the charge: 0.

# 3
DFT (ωB97M-V with the def2-TZVPD basis set) results for a structure of composition C22H30N3O5PW at a distorted geometry.

Last column: Mulliken spin population.
Positions of all 62 atoms, in Å:
W  -0.12261  0.53039  -1.44433  1.5520
C  3.61268  1.52173  -2.17660  0.0008
C  2.14285  1.34640  -2.27198  -0.0022
N  1.56954  0.17033  -2.43937  -0.0031
N  2.11511  -1.04773  -2.45990  -0.0533
C  1.18916  -1.89208  -2.04973  0.0545
O  0.02619  -1.36303  -1.66084  0.0171
C  1.38719  -3.31728  -1.97636  0.0174
C  2.66545  -3.86543  -2.13910  0.0135
C  2.83191  -5.23193  -2.05590  -0.0078
C  1.73419  -6.05532  -1.82507  0.0228
C  0.46345  -5.51400  -1.66016  -0.0079
C  0.28529  -4.14746  -1.72383  0.0165
C  1.12986  2.41149  -2.28064  0.0454
C  1.39557  3.75984  -1.98977  0.1258
C  0.46846  4.72361  -2.31475  0.0054
C  -0.72653  4.35459  -2.94735  0.0617
C  -0.99459  3.02401  -3.14328  0.0318
N  -0.12251  2.05051  -2.80088  0.0717
H  4.08445  0.54271  -2.20891  0.0002
H  3.91269  2.03600  -1.26221  0.0033
H  3.96334  2.11378  -3.02530  0.0031
H  3.50538  -3.20850  -2.32051  -0.0011
H  3.81459  -5.66850  -2.16843  -0.0001
H  1.86927  -7.12738  -1.77158  0.0007
H  -0.38274  -6.16358  -1.48357  -0.0001
H  -0.69486  -3.70938  -1.59190  -0.0004
H  2.35065  4.02887  -1.55758  0.0080
H  0.67350  5.76688  -2.11505  0.0004
H  -1.43537  5.10603  -3.26450  0.0022
H  -1.92173  2.68243  -3.58579  -0.0012
C  -1.90258  -1.45410  3.95245  0.0004
C  -0.84148  -1.85915  2.94512  -0.0024
C  0.50602  -1.22276  3.24225  0.0004
C  -0.73829  -3.36630  2.82590  0.0002
O  -1.30364  -1.43439  1.56078  -0.0009
P  -1.25449  -0.05947  0.90422  0.0202
O  -1.87497  -0.08074  -0.50655  -0.0001
O  0.20265  0.42968  0.51975  -0.0070
O  -1.92204  1.00741  1.81835  0.0019
C  -1.93406  2.46954  1.56752  0.0033
C  -2.11922  2.74459  0.07472  -0.0356
C  -3.13972  2.97048  2.33999  0.0003
C  -0.63704  3.07980  2.08681  0.0013
H  -1.64505  -1.87269  4.92412  0.0001
H  -2.87718  -1.84256  3.65691  0.0000
H  -1.96718  -0.37211  4.04891  0.0000
H  0.88082  -1.60610  4.18939  -0.0002
H  0.41669  -0.13771  3.32878  0.0002
H  1.23003  -1.46219  2.46260  -0.0004
H  -0.40544  -3.77905  3.77702  -0.0001
H  -0.02049  -3.64776  2.05478  0.0001
H  -1.70924  -3.79670  2.58306  0.0000
H  -3.00632  2.24551  -0.31080  -0.0089
H  -1.24159  2.37950  -0.50140  0.0511
H  -2.21411  3.81576  -0.09330  -0.0011
H  -4.04899  2.50989  1.95398  0.0004
H  -3.22374  4.05302  2.25543  -0.0001
H  -3.04305  2.71051  3.39335  -0.0001
H  0.21858  2.74008  1.50811  -0.0002
H  -0.48153  2.81359  3.13204  -0.0002
H  -0.69318  4.16643  2.02083  0.0001

The expectation value of S² is 2.0284. Its energy above the lowest of the compared OMol25 structures with the same formula, charge and spin is 39.7 kcal per mole. As for the spin multiplicity: 3. The value obtained for the frontier orbital gap (spin up / spin down) is 0.25287 / 0.19690 Ha. The value obtained for the maximum force is 2.516 eV Å⁻¹. As for the charge: +2.

# 4
DFT (ωB97M-V with the def2-TZVPD basis set) results for a structure of composition C37H31LiNO2PS3.

Last column: Löwdin charge in e.
Positions of all 76 atoms, in Å:
Li  0.83363  0.01322  0.01729  0.5557
O  0.88378  0.48589  -1.88482  -0.1368
C  -0.06584  0.02561  -2.81084  -0.1796
C  -0.75632  -1.21986  -2.30263  -0.2524
C  -1.49150  -2.01018  -3.18137  -0.0196
C  -2.16899  -3.10877  -2.69081  -0.0582
C  -2.08459  -3.38832  -1.33405  -0.0461
C  -1.31439  -2.55951  -0.53994  -0.1230
N  -0.65374  -1.49403  -1.00410  0.1101
H  0.62724  1.36984  -1.56574  0.0365
H  0.41272  -0.19518  -3.76937  0.1273
H  -0.82930  0.78877  -2.99457  0.1411
H  -1.52678  -1.75382  -4.23293  0.1175
H  -2.75341  -3.73613  -3.35158  0.1089
H  -2.59889  -4.23218  -0.89528  0.1066
H  -1.22311  -2.75262  0.52049  0.0776
C  3.55878  -4.13550  5.75441  -0.0915
C  3.81731  -4.35122  4.41021  -0.0839
C  3.19932  -3.56759  3.44305  -0.0854
C  2.31852  -2.55554  3.81282  -0.3775
C  2.08002  -2.33480  5.17051  -0.1075
C  2.68643  -3.12340  6.13385  -0.0845
P  1.44252  -1.44451  2.64462  1.1171
C  -0.26287  -2.08182  2.77722  -0.3863
C  -0.60344  -3.39998  3.08379  -0.1011
C  -1.93573  -3.77934  3.14160  -0.0823
C  -2.93880  -2.84504  2.90504  -0.0805
C  -2.61056  -1.52838  2.61863  -0.0669
C  -1.27611  -1.14710  2.56112  -0.0992
C  2.03807  -2.06755  1.02440  -0.4182
C  1.62399  -3.25136  0.41085  -0.1094
C  2.13299  -3.61853  -0.82269  -0.0687
C  3.06599  -2.81114  -1.46493  -0.0699
C  3.49549  -1.63960  -0.86490  -0.0703
C  2.98524  -1.27281  0.37593  -0.1315
H  4.03936  -4.74824  6.50614  0.1011
H  4.50208  -5.13361  4.10833  0.1025
H  3.41332  -3.74745  2.39753  0.0964
H  1.40806  -1.53865  5.47281  0.1058
H  2.48541  -2.94338  7.18210  0.1031
H  0.17619  -4.12393  3.29226  0.1078
H  -2.19507  -4.80308  3.38150  0.1031
H  -3.97778  -3.14571  2.95771  0.1036
H  -3.38263  -0.79059  2.43997  0.0963
H  -1.02047  -0.11808  2.32896  0.0883
H  0.88994  -3.88259  0.89533  0.1007
H  1.79467  -4.53396  -1.29209  0.1091
H  3.45341  -3.09668  -2.43447  0.1061
H  4.21509  -1.00177  -1.36061  0.1120
H  3.31780  -0.35090  0.84546  0.1107
O  0.33770  1.60534  0.43836  -0.3278
C  -0.38554  2.71307  0.75712  -0.6476
C  0.16336  3.36154  2.03286  -0.4897
C  0.80294  2.70651  3.04025  -0.1162
C  1.15212  3.56360  4.12040  -0.1848
C  0.77786  4.85389  3.90652  -0.4200
S  -0.00348  5.03560  2.39301  1.0251
C  -1.86338  2.35305  0.97362  -0.4563
C  -2.52634  1.33948  0.35084  -0.1297
C  -3.90522  1.27600  0.69425  -0.2034
C  -4.26321  2.24342  1.58188  -0.4185
S  -2.92517  3.22359  2.01270  1.0454
C  -0.31591  3.73225  -0.38341  -0.4840
C  -1.26925  4.51594  -0.95607  -0.1238
C  -0.75971  5.33393  -2.00718  -0.1847
C  0.56984  5.14645  -2.21190  -0.4151
S  1.21958  3.98314  -1.13113  1.0663
H  1.02181  1.64959  2.98462  0.0754
H  1.67002  3.23713  5.01153  0.0970
H  0.93074  5.70499  4.55035  0.0586
H  -2.02753  0.65962  -0.32332  0.0963
H  -4.59635  0.54350  0.29877  0.1005
H  -5.23423  2.42293  2.01514  0.0594
H  -2.30262  4.51041  -0.63881  0.1057
H  -1.36195  6.02159  -2.58389  0.0977
H  1.20079  5.62837  -2.94152  0.0597

Its energy above the lowest of the compared OMol25 structures with the same formula, charge and spin is 0.0 kcal per mole. As for the spin multiplicity: 1. The value obtained for the frontier orbital gap is 0.30550 Ha. The value obtained for the maximum force is 0.554 eV Å⁻¹. As for the charge: 0.

no.,energy (eV)
1,-70355.4717
2,-34844.7162
3,-49111.6092
4,-86458.3272